Record 1
The following is a DFT calculation (ωB97M-V/def2-TZVPD) of C5H11NO3 in the gas phase in a non-equilibrium geometry.

Each line ends with the Mulliken charge.
Atoms and positions in Å:
C  1.704  0.763  0.417  -0.09
C  -0.632  -1.180  0.937  -1.27
C  -2.016  0.873  0.131  -1.58
C  -0.683  -0.462  -1.513  -1.62
C  -0.691  -0.033  -0.053  1.51
N  2.475  -0.369  1.566  0.10
O  2.285  0.341  -0.784  -0.53
O  3.377  -0.903  1.055  -0.22
O  0.271  0.961  0.298  -0.36
H  2.062  1.821  0.641  0.38
H  0.389  -1.469  1.140  0.32
H  -1.113  -1.016  1.956  0.27
H  -1.135  -2.082  0.594  0.35
H  -2.775  0.438  -0.505  0.37
H  -1.893  1.897  -0.042  0.43
H  -2.250  0.891  1.221  0.34
H  -0.510  0.450  -1.922  0.50
H  0.317  -0.916  -1.711  0.37
H  -1.455  -1.082  -1.982  0.38
H  2.272  1.075  -1.442  0.35

Net charge ... 0
Structure (SMILES) ... CC(C)(C)O[C@H](O)N=O
Electronic energy ... -477.4298 Ha
Frontier orbital gap ... 8.78 eV

Record 2
The following is a DFT calculation (ωB97M-V/def2-TZVPD) of a molecular structure, C26H64BFN2O9Sb in a non-equilibrium geometry.

Each line ends with the Mulliken charge.
Atoms and positions in Å:
C  -2.537  -1.168  0.740  -0.99
C  -1.969  -1.037  -0.627  -0.05
Sb  0.158  -1.272  -1.222  0.88
C  -0.422  -0.254  -3.156  -0.65
N  -0.926  -1.222  -4.202  -0.32
C  0.714  -2.314  0.661  -0.58
C  1.234  -3.854  0.478  -0.09
C  2.499  -4.193  1.520  0.31
F  3.670  -4.602  0.686  -0.39
N  0.706  0.611  -0.527  0.10
C  0.128  1.001  0.791  -0.45
C  -1.113  2.120  0.700  0.85
C  -1.332  2.618  2.283  -1.19
O  -0.292  -3.032  -2.145  -0.26
B  -1.599  -3.585  -1.755  0.59
O  -1.883  -4.313  -0.497  -0.66
O  -2.732  -3.454  -2.726  -0.62
C  2.189  -1.439  -2.098  0.12
C  2.398  -2.737  -3.105  -1.03
C  3.435  -1.398  -1.050  -0.10
C  3.908  0.150  -0.621  -0.19
C  3.977  0.309  1.008  -0.61
H  -3.047  -0.237  1.281  0.09
H  -2.540  -2.224  1.240  0.20
H  -2.763  -0.809  -1.489  0.18
H  -1.320  0.502  -2.946  -0.05
H  0.474  0.337  -3.630  0.17
H  -0.164  -1.769  -4.659  0.13
H  -1.462  -0.746  -4.965  0.23
H  1.618  -1.686  1.125  0.21
H  -0.116  -2.320  1.487  0.30
H  1.489  -4.175  -0.617  -0.12
H  0.346  -4.553  0.864  0.38
H  2.193  -4.985  2.333  -0.09
H  2.848  -3.208  2.091  0.07
H  0.439  1.313  -1.282  0.02
H  -0.216  0.151  1.507  0.03
H  0.987  1.587  1.381  -0.02
H  -0.732  3.093  0.138  -0.39
H  -2.101  1.674  0.263  0.00
H  -0.274  2.699  2.825  0.28
H  -1.855  3.664  2.360  0.31
H  -1.959  1.819  2.866  0.29
H  -2.881  -4.469  -0.387  0.21
H  -3.601  -3.395  -2.228  0.23
H  2.319  -0.486  -2.805  0.23
H  3.507  -2.621  -3.532  0.37
H  2.377  -3.773  -2.562  0.13
H  1.695  -2.728  -4.043  0.10
H  3.357  -2.103  -0.120  -0.29
H  4.379  -1.808  -1.660  0.33
H  5.011  0.350  -1.031  0.44
H  3.239  0.978  -1.162  -0.03
H  3.062  0.869  1.490  0.01
H  4.977  0.919  1.240  0.31
H  4.158  -0.751  1.526  0.13
C  -0.742  7.843  -3.267  -0.60
O  -0.060  7.969  -2.024  -0.39
C  -0.788  7.374  -0.945  -0.66
C  -0.193  6.019  -0.554  -0.52
O  -0.390  5.049  -1.588  0.14
C  0.795  4.819  -2.344  -0.98
H  -0.059  8.143  -4.066  0.24
H  -1.060  6.812  -3.450  0.21
H  -1.612  8.506  -3.282  0.33
H  -1.852  7.280  -1.194  0.27
H  -0.703  8.054  -0.092  0.40
H  -0.715  5.647  0.333  0.20
H  0.871  6.114  -0.303  0.50
H  1.517  4.263  -1.740  0.28
H  1.243  5.757  -2.688  0.38
H  0.532  4.219  -3.218  0.25
C  1.945  -6.625  4.998  -0.90
O  2.484  -5.311  5.079  -0.24
C  2.159  -4.667  6.316  -0.55
C  3.355  -4.669  7.273  -0.52
O  3.657  -5.994  7.722  -0.38
C  4.791  -6.543  7.059  -0.65
H  2.380  -7.123  4.128  0.23
H  2.180  -7.214  5.889  0.45
H  0.860  -6.572  4.866  0.32
H  1.282  -5.132  6.781  0.36
H  1.904  -3.631  6.076  0.37
H  3.095  -4.085  8.161  0.37
H  4.232  -4.203  6.808  0.32
H  5.700  -6.046  7.409  0.32
H  4.709  -6.445  5.972  0.25
H  4.853  -7.604  7.308  0.24
C  -6.396  3.137  -1.289  -0.79
O  -5.796  2.073  -2.021  -0.33
C  -5.892  2.268  -3.435  -0.55
C  -4.559  2.744  -4.021  -0.14
O  -4.243  4.069  -3.580  -0.46
C  -3.254  4.074  -2.556  -0.46
H  -6.127  3.024  -0.236  0.25
H  -6.044  4.113  -1.635  0.33
H  -7.484  3.082  -1.381  0.32
H  -6.701  2.966  -3.681  0.33
H  -6.140  1.297  -3.873  0.39
H  -4.649  2.785  -5.110  0.40
H  -3.750  2.045  -3.776  -0.02
H  -2.281  3.812  -2.981  0.23
H  -3.505  3.380  -1.748  0.32
H  -3.196  5.083  -2.142  0.12

Net charge ... -1
Electronic energy ... -2180.2783 Ha
Frontier orbital gap ... 6.25 eV

Record 3
The following is a DFT calculation (ωB97M-V/def2-TZVPD) of a molecular structure, C42H41BrO2P2Re in a non-equilibrium geometry.

Each line ends with the Mulliken spin population.
Atoms and positions in Å:
Re  0.036  0.706  0.059  2.10
C  -1.548  1.123  -2.772  -0.03
C  -1.530  -0.218  -2.510  -0.02
C  -1.135  -1.139  -3.671  0.02
C  0.221  -0.774  -4.353  0.02
C  1.196  0.008  -3.535  -0.03
C  1.109  1.337  -3.276  0.08
C  0.257  2.218  -4.159  -0.01
C  -1.218  1.777  -4.067  0.03
C  1.280  0.612  1.840  -0.03
H  -1.890  1.841  -2.044  0.03
H  -2.471  -0.660  -2.019  0.02
H  -1.948  -1.122  -4.433  0.00
H  -1.101  -2.182  -3.318  0.00
H  0.677  -1.739  -4.717  0.00
H  -0.017  -0.148  -5.236  0.00
H  2.124  -0.543  -3.327  0.01
H  1.872  1.834  -2.657  -0.04
H  0.575  2.207  -5.230  0.00
H  0.360  3.257  -3.810  0.00
H  -1.878  2.654  -4.243  0.00
H  -1.416  1.041  -4.857  0.00
H  0.835  1.423  2.402  -0.04
H  2.360  0.746  1.896  0.03
H  1.078  -0.323  2.331  0.04
P  -0.949  -1.220  -0.608  0.26
P  2.216  0.073  -0.514  0.12
C  0.406  -2.175  -1.271  -0.11
C  1.691  -1.711  -1.182  0.04
C  -2.195  -2.525  -0.284  0.04
C  -2.666  -3.456  -1.222  -0.01
C  -3.533  -4.481  -0.788  0.00
C  -3.921  -4.607  0.549  0.00
C  -3.453  -3.653  1.466  0.00
C  -2.585  -2.646  1.058  0.05
C  -2.602  0.555  -0.024  0.12
C  -2.118  1.823  0.173  0.08
C  -2.906  2.899  -0.334  0.07
C  -4.197  2.651  -0.763  -0.01
C  -4.718  1.347  -0.734  0.03
C  -3.892  0.239  -0.435  -0.01
C  3.654  -0.741  0.412  0.02
C  3.373  -1.984  1.044  0.00
C  4.412  -2.903  1.236  0.00
C  5.727  -2.554  0.883  0.00
C  6.014  -1.248  0.472  0.00
C  4.983  -0.331  0.234  0.00
C  3.064  1.768  -0.650  -0.01
C  2.765  2.776  0.304  -0.03
C  3.127  4.115  0.086  0.01
C  3.715  4.477  -1.133  0.00
C  4.041  3.468  -2.065  0.01
C  3.937  2.099  -1.738  -0.01
H  0.110  -3.139  -1.734  0.00
H  2.542  -2.378  -1.440  0.00
H  -2.369  -3.383  -2.271  0.00
H  -3.924  -5.190  -1.517  0.00
H  -4.595  -5.407  0.879  0.00
H  -3.761  -3.683  2.506  0.00
H  -2.129  -1.940  1.767  -0.05
H  -1.040  2.281  0.420  0.00
H  -2.388  3.850  -0.506  0.00
H  -4.784  3.477  -1.178  0.00
H  -5.764  1.190  -1.018  0.00
H  -4.256  -0.783  -0.615  0.00
H  2.327  -2.265  1.282  0.00
H  4.183  -3.903  1.619  0.00
H  6.522  -3.304  0.935  0.00
H  7.038  -0.930  0.301  0.00
H  5.188  0.676  -0.132  0.00
H  2.243  2.546  1.243  -0.02
H  2.945  4.853  0.878  0.00
H  3.951  5.529  -1.333  0.00
H  4.394  3.733  -3.067  0.00
H  4.458  1.327  -2.358  0.00
Br  -2.033  2.684  4.028  0.00
C  -1.805  1.192  5.160  0.00
C  -2.159  1.336  6.527  0.00
C  -2.012  0.276  7.431  0.00
C  -1.513  -0.937  6.939  0.00
C  -1.128  -1.049  5.597  0.00
C  -1.333  -0.030  4.633  0.01
C  -1.086  -0.367  3.126  0.02
O  -0.757  -1.576  2.958  0.01
O  -1.284  0.487  2.197  0.17
H  -2.568  2.269  6.919  0.00
H  -2.302  0.368  8.483  0.00
H  -1.405  -1.799  7.609  0.00
H  -0.724  -2.003  5.269  0.00

2S+1 ... 4
Net charge ... +2
Electronic energy ... -5109.4945 Ha
Frontier orbital gap (alpha / beta) ... 4.68 / 4.26 eV

Record 4
The following is a DFT calculation (ωB97M-V/def2-TZVPD) of a molecular structure, C5H9NO.

Each line ends with the Mulliken charge.
Atoms and positions in Å:
C  0.657  1.224  -1.566  -1.38
C  0.478  0.025  -0.688  0.23
O  1.580  -0.185  0.228  -0.45
C  -0.502  0.056  0.502  0.33
C  -1.882  -0.559  0.392  -1.36
C  0.670  -0.598  1.189  0.46
N  0.948  -1.383  2.127  -0.71
H  -0.212  1.318  -2.224  0.34
H  1.555  1.107  -2.180  0.34
H  0.757  2.128  -0.959  0.31
H  0.354  -0.899  -1.269  0.31
H  1.942  -1.536  1.932  0.29
H  -0.561  1.089  0.867  0.28
H  -2.321  -0.734  1.378  0.35
H  -1.862  -1.509  -0.150  0.31
H  -2.541  0.129  -0.150  0.36

Net charge ... 0
Electronic energy ... -325.8811 Ha
Frontier orbital gap ... 11.00 eV

Record 5
The following is a DFT calculation (ωB97M-V/def2-TZVPD) of 2 unconnected molecules or ions with the total composition C3H8N2O2 in a non-equilibrium geometry.

Each line ends with the Mulliken spin population.
Atoms and positions in Å:
C  -1.664  -0.230  -1.400  0.00
C  0.867  0.631  1.211  0.01
C  -0.310  0.203  -1.979  -0.03
N  -0.828  2.429  -1.304  0.96
N  0.435  -0.648  -2.567  0.06
O  -0.520  3.558  -1.386  0.78
O  0.056  1.529  -1.833  0.22
H  -1.254  -0.400  -0.397  0.00
H  -2.467  0.460  -1.479  0.00
H  -2.047  -1.072  -1.957  0.00
H  0.468  1.672  0.802  0.00
H  0.171  0.050  1.653  0.00
H  1.395  0.304  0.331  0.00
H  1.670  0.915  1.796  0.00
H  1.332  -0.252  -2.810  0.00

2S+1 ... 3
Net charge ... 0
Electronic energy ... -378.8719 Ha
Frontier orbital gap (alpha / beta) ... 9.27 / 8.43 eV

Record 6
The following is a DFT calculation (ωB97M-V/def2-TZVPD) of C5H10O in the gas phase.

Each line ends with the Mulliken charge.
Atoms and positions in Å:
C  -1.389  0.478  -0.817  -1.40
C  -0.421  -0.194  0.162  0.68
C  -0.780  0.056  1.625  -1.44
C  0.973  0.355  -0.130  0.58
O  1.311  1.463  0.236  -0.56
C  1.891  -0.596  -0.850  -1.18
H  -1.140  0.222  -1.854  0.33
H  -1.327  1.566  -0.710  0.34
H  -2.419  0.161  -0.629  0.39
H  -0.420  -1.274  -0.036  0.25
H  -0.585  1.102  1.877  0.31
H  -0.172  -0.573  2.286  0.35
H  -1.834  -0.171  1.818  0.39
H  1.394  -1.079  -1.700  0.32
H  2.828  -0.129  -1.156  0.35
H  2.091  -1.386  -0.123  0.31

Net charge ... 0
Structure (SMILES) ... CC(=O)C(C)C
Electronic energy ... -271.7511 Ha
Frontier orbital gap ... 10.50 eV